A single C9H15N3O2S molecule at a distorted geometry. Source: the Open Molecules 2025 dataset; level of theory: wB97M-V/def2-TZVPD.

The HOMO energy is -0.28405 Ha. As for the total charge: 0. The value obtained for the frontier orbital gap is 8.21 eV. Its energy relative to the best compared isomer or geometry (same formula, charge and spin) is 3.106 eV. The SMILES is CN(C)[C@@H](Cc1c(S)ncn1C)C(=O)O. The lowest unoccupied orbital energy is 0.0178 hartree.

Atoms and positions in Å:
H (-1.13, -0.52, -3.47)
H (0.23, -1.51, -3.46)
N (-0.44, -0.97, -1.42)
H (-1.19, -0.20, 0.58)
C (-0.86, 0.07, -0.44)
C (-0.26, -0.73, -2.92)
H (-2.23, -2.12, -1.74)
H (1.11, 0.83, -0.88)
H (1.80, 2.68, 2.49)
H (0.34, 0.22, -3.01)
N (2.26, -1.26, 2.57)
S (2.25, -2.01, -0.13)
C (0.92, 2.08, 2.71)
N (1.15, 0.72, 2.39)
O (-3.28, 0.86, -0.64)
H (1.42, -1.38, -0.94)
H (-1.20, -2.58, -0.32)
O (-1.62, 2.00, -1.74)
H (1.86, -0.03, 4.36)
C (1.20, 0.13, 1.15)
H (0.12, 2.45, 2.10)
H (-0.70, -3.04, -1.94)
C (-1.20, -2.23, -1.37)
C (1.78, -0.21, 3.26)
H (-3.64, 1.67, -1.04)
H (0.61, 2.39, 3.71)
C (-1.96, 1.07, -0.99)
C (1.95, -0.95, 1.22)
H (0.22, 1.79, 0.02)
C (0.49, 0.79, -0.07)